No. 1
56
Properties=species:S:1:pos:R:3:forces:R:3:nbo_charge:R:1 method="wB97M-V/def2-TZVPD" e_tot_ev=-63167.2840 lumo_ev=0.27
O -2.483822 5.487383 3.952487 0.3341 -0.0269 0.9831 -0.9202
S -2.738922 4.157042 3.536359 0.4543 1.5828 -1.1617 2.5244
O -3.419525 3.999832 2.308212 -0.3078 -0.8965 -0.1055 -0.8973
F -3.573838 3.454868 4.621284 0.1360 -0.3806 0.3276 -0.4539
N -1.300549 3.315609 3.575946 -0.5791 -0.0247 -0.6421 -0.8467
C -1.213843 2.388532 2.476549 -0.0274 -0.8431 -0.1179 0.1561
C -0.677264 2.711771 1.247108 0.2324 0.6573 0.7134 -0.2722
C -0.640490 1.759782 0.261301 0.6190 -0.1654 -1.6630 0.0405
N -1.109216 0.510358 0.322673 -0.1457 0.9227 1.1387 -0.4075
C -1.641154 0.260851 1.523387 -0.3846 -1.4559 -0.4239 0.0412
C -1.705644 1.105475 2.602943 -0.1643 0.3918 0.7158 -0.2732
H -0.550928 3.995146 3.493456 -0.1535 0.2435 0.3181 0.4185
H -0.267808 3.695740 1.064215 -0.0091 0.0600 -0.1211 0.2212
H -0.186061 2.039951 -0.683681 -0.0431 -0.0761 -0.0735 0.2128
H -2.068255 -0.729549 1.649140 0.0554 -0.0516 -0.0342 0.1883
H -2.138641 0.769209 3.535109 -0.0248 -0.0148 0.0154 0.2614
C -1.359483 2.115435 8.522307 0.0649 0.0796 0.2480 -0.1003
C -0.453290 2.612661 7.418942 0.1839 0.1984 0.0614 -0.1012
O -0.784861 1.741462 6.334779 -0.0897 -0.0618 0.1490 -0.4877
C -2.035277 1.266144 6.549643 -0.0076 0.0185 0.0191 0.9750
O -2.668048 0.652637 5.754044 -0.0509 -0.0823 -0.0817 -0.5844
O -2.467858 1.584211 7.791715 0.1204 0.0282 -0.0889 -0.4827
H -1.683798 2.905085 9.195057 -0.1898 -0.0341 -0.0699 0.2074
H -0.906024 1.313283 9.107393 0.0067 -0.0202 -0.0475 0.1867
H -0.674953 3.640943 7.125573 -0.0549 -0.0230 -0.0057 0.1886
H 0.601949 2.534748 7.668349 0.0139 -0.1351 -0.1530 0.2052
C -1.856056 -2.290793 -3.138830 -0.0787 -0.3218 0.0290 -0.1010
C -2.837271 -1.304170 -3.729073 -0.2283 -0.0973 -0.0927 -0.1001
O -2.269952 -0.046328 -3.354703 0.1185 -0.1467 -0.0140 -0.4820
C -0.946229 -0.231028 -3.149133 0.0017 0.1587 0.1694 0.9768
O -0.159222 0.643389 -2.991820 0.1508 0.0797 -0.0469 -0.5832
O -0.631653 -1.550112 -3.149054 -0.1564 0.0209 -0.0217 -0.4994
H -1.761771 -3.199769 -3.728191 0.1995 0.0657 -0.0487 0.2087
H -2.097272 -2.556870 -2.108033 -0.0025 0.0805 0.0102 0.1872
H -2.883604 -1.360437 -4.818263 0.0544 -0.0034 0.0078 0.1886
H -3.840965 -1.410387 -3.325538 0.0263 0.1879 0.0826 0.2060
C 3.010891 -1.490079 -6.223712 0.2351 0.2884 0.0164 -0.1167
C 1.655240 -1.674501 -5.592293 -0.1080 0.2512 0.1942 -0.1000
O 1.071938 -2.706668 -6.397138 0.1299 0.0006 -0.0153 -0.5020
C 2.086078 -3.409628 -6.965501 0.0863 0.0146 0.0324 0.9671
O 1.945011 -4.430929 -7.554085 -0.0451 -0.1137 -0.0598 -0.5809
O 3.273500 -2.792517 -6.765003 -0.2283 0.0208 0.0110 -0.4863
H 3.768576 -1.203524 -5.501079 0.0928 -0.2442 -0.0942 0.2420
H 3.004403 -0.764302 -7.040221 -0.1008 -0.0746 -0.0487 0.1764
H 1.717910 -2.024367 -4.561095 0.0287 -0.0256 -0.0243 0.1900
H 1.050494 -0.771166 -5.622349 -0.1345 -0.1019 -0.0864 0.2017
C 3.123180 -2.161824 -0.660814 -0.1970 -0.0140 0.2301 -0.1037
C 3.307889 -3.439182 -1.449234 -0.0822 -0.2154 0.1482 -0.0992
O 3.615788 -2.949159 -2.757112 0.0020 0.1070 0.0815 -0.4908
C 4.119647 -1.697735 -2.625097 -0.0283 0.0519 0.0738 0.9744
O 4.619313 -1.079895 -3.507623 0.0869 0.0735 -0.0202 -0.5855
O 3.971675 -1.245718 -1.359690 0.0037 -0.1580 -0.0811 -0.4817
H 3.429529 -2.255595 0.377938 0.1537 0.1369 -0.0448 0.2034
H 2.097443 -1.789432 -0.697705 0.0125 0.0058 -0.0648 0.1978
H 4.147834 -4.036705 -1.090206 0.0270 0.0432 -0.0180 0.1867
H 2.415256 -4.059178 -1.469635 -0.0087 0.0387 -0.2050 0.2055

No. 2
33
Properties=species:S:1:pos:R:3:forces:R:3:nbo_charge:R:1 method="wB97M-V/def2-TZVPD" e_tot_ev=-22878.8127 lumo_ev=0.11
O -13.852820 19.596410 -4.106750 -0.1460 -0.1171 0.1322 -0.9348
H -14.071990 20.105560 -4.887100 -0.0988 0.1101 -0.1975 0.4667
H -12.910560 19.722300 -3.994870 0.2556 0.0023 0.0673 0.4680
O -4.928030 13.802690 -3.524170 0.2348 0.0653 0.0483 -0.9375
H -5.300730 13.914390 -4.398730 -0.0549 0.0194 -0.2287 0.4659
H -5.671130 13.547560 -2.977410 -0.2040 -0.0940 0.1969 0.4715
O -8.084560 19.155550 -3.840970 -0.2275 -0.1402 0.0501 -0.9393
H -7.801720 19.916170 -3.333340 0.0445 0.2186 0.1436 0.4697
H -7.340870 18.956640 -4.409820 0.1788 -0.0821 -0.1657 0.4698
O -12.287410 15.010580 4.840360 0.0841 0.1872 0.1726 -0.9398
H -12.850740 14.263530 5.042390 -0.1575 -0.1684 0.0940 0.4691
H -12.010380 14.864560 3.935830 0.0941 0.0169 -0.2521 0.4708
O -9.031430 12.589870 -0.945990 0.0489 -0.0396 -0.2516 -0.9399
H -8.878760 11.933730 -0.265980 0.0411 -0.2008 0.1371 0.4676
H -9.180140 13.403930 -0.464940 -0.0578 0.2892 0.1061 0.4724
O -9.123870 17.171980 0.437170 -0.1781 -0.2192 0.0269 -0.9423
H -8.723630 17.685480 1.138870 0.0961 0.1095 0.2183 0.4704
H -8.681450 17.467270 -0.358630 0.0911 0.0720 -0.2669 0.4719
O -3.658000 18.901280 1.657860 -0.0110 0.2238 -0.1075 -0.9390
H -4.031250 18.550150 2.466330 -0.1496 -0.0729 0.2614 0.4718
H -3.215130 18.154930 1.254050 0.1236 -0.1681 -0.1336 0.4671
O -10.098430 18.391470 7.256300 0.1870 0.2325 -0.0333 -0.9432
H -10.460350 17.778010 6.616830 -0.1169 -0.1935 -0.2205 0.4746
H -10.385660 18.051880 8.103880 -0.0638 -0.0607 0.2194 0.4685
O -11.452950 14.409680 -5.511730 -0.1678 -0.0899 -0.1307 -0.9341
H -10.535180 14.222770 -5.709190 0.2095 -0.0853 -0.0626 0.4650
H -11.419850 15.072480 -4.821920 -0.0519 0.1764 0.1937 0.4690
O -10.129770 23.583990 4.087590 0.0953 0.1058 -0.1936 -0.9355
H -10.593660 24.008720 4.809150 -0.1132 0.1418 0.1646 0.4673
H -10.126630 22.654970 4.318090 0.0173 -0.2548 0.0345 0.4682
O -6.039260 17.272300 5.284690 0.0291 -0.0614 -0.2867 -0.9415
H -6.451730 18.003780 5.744080 -0.1887 0.2031 0.1176 0.4733
H -5.405140 16.922670 5.910690 0.1567 -0.1262 0.1462 0.4683

No. 3
11
Properties=species:S:1:pos:R:3:forces:R:3:nbo_charge:R:1 method="wB97M-V/def2-TZVPD" e_tot_ev=-19037.3212 lumo_ev=-0.45
C -1.040038 0.256573 0.015241 -0.2458 0.3918 -0.6790 -0.0518
C -0.753699 1.565592 -0.714869 0.2069 -0.1682 -0.2987 0.0384
C 0.388019 -0.154021 0.267375 0.6718 -1.0465 0.8851 0.0857
H -1.779285 -1.518353 -0.168549 0.1131 0.0157 -0.0751 0.4880
H -1.607660 0.483239 0.927779 0.4515 0.0332 0.1559 0.2205
H -1.495458 2.206920 -1.143059 -0.2117 0.3288 -0.0248 0.2115
H 2.176226 0.699025 -0.290220 -0.3388 0.5731 -0.1026 0.4219
N 0.496561 1.865723 -0.791570 -1.4313 0.2281 -0.5414 -0.1872
N 1.170601 0.830246 -0.235447 0.5785 -1.9262 1.1049 -0.4217
O -1.774252 -0.723633 -0.721968 0.3843 0.7141 0.1245 -0.6855
S 0.854024 -1.560151 1.014528 -0.1784 0.8562 -0.5489 -0.1199

No. 4
36
Properties=species:S:1:pos:R:3:forces:R:3:lowdin_spin:R:1 method="wB97M-V/def2-TZVPD" e_tot_ev=-46862.5614 charge=+1 spin_multiplicity=5 lumo_ev="-2.47 / -2.64"
Cr -0.651624 -0.720761 -0.885735 -0.9087 -1.0821 0.0848 3.7695
F -1.007861 -2.593397 -1.032603 0.1692 1.2877 0.0865 0.0595
C 2.625979 1.048585 -2.894171 0.2449 1.2072 -0.0824 0.0015
C 1.467785 0.675946 -1.977215 1.1565 -0.8151 -0.6573 0.0096
C 0.545926 1.832487 -1.697187 0.4110 0.6125 -0.7787 0.0055
O -0.405034 1.446869 -0.712304 0.4058 -0.4088 -0.1408 0.0329
C -1.165906 2.523407 -0.184174 -0.7070 0.5902 0.1992 0.0021
N 0.704077 -0.472107 -2.549600 -0.1333 0.5596 -0.2982 0.0179
H 3.250093 0.219663 -3.223143 -0.3897 -0.2901 -0.0141 0.0001
H 3.334206 1.725429 -2.407441 -0.1854 0.0183 0.2034 0.0000
H 2.262302 1.613801 -3.757346 0.0228 -0.2790 -0.1801 0.0004
H 1.929381 0.308709 -1.058339 -0.3087 0.1113 0.2138 0.0020
H 0.061119 2.182331 -2.620603 -0.3345 -0.4277 0.0131 0.0005
H 1.154377 2.709327 -1.449167 -0.1232 -0.1459 0.8022 0.0003
H -0.502754 3.299986 0.197617 0.0656 -0.0076 -0.1134 -0.0001
H -1.809927 2.194753 0.627679 0.3072 -0.4671 0.0415 0.0001
H -1.855202 2.941193 -0.922925 0.3100 0.0182 -0.2588 0.0006
H 1.360090 -1.199981 -2.824542 -0.0940 -0.2756 0.5253 0.0029
H 0.360557 -0.179090 -3.465593 -0.3622 0.0832 0.1740 0.0067
C 0.882500 -1.491538 3.198369 0.3105 0.4895 0.0083 0.0020
C -0.038306 -1.531763 1.981971 -0.0633 0.4066 0.8503 0.0046
C -1.110539 -0.452604 2.138378 0.7876 -0.3979 -0.3719 0.0030
O -1.907734 -0.370545 0.949399 -0.1053 0.1159 -0.1012 0.0212
C -3.174809 -1.040794 1.114378 0.1315 -0.0622 -0.1952 0.0056
N 0.751524 -1.257784 0.753025 0.6116 -0.7623 0.7087 0.0431
H 1.454195 -0.554759 3.174992 -0.0189 -0.0095 -0.0779 0.0001
H 1.621742 -2.290987 3.169504 -0.1638 -0.1514 0.1459 0.0002
H 0.374653 -1.457891 4.161891 -0.1675 -0.4175 -0.0706 0.0005
H -0.517691 -2.507302 1.902560 0.0570 -0.0184 -0.3090 0.0000
H -0.562369 0.483007 2.284879 -0.3988 0.2522 -0.0909 0.0001
H -1.728832 -0.663213 3.009094 -0.0962 0.1268 -0.0171 0.0001
H -3.691867 -1.065242 0.158954 0.1964 0.0092 -0.1091 0.0016
H -3.792377 -0.480703 1.815823 0.0849 -0.1253 0.1744 0.0004
H -2.974380 -2.061620 1.436586 -0.2790 -0.0296 0.0880 0.0001
H 1.218200 -2.145706 0.566020 -0.2063 0.0188 -0.5053 0.0028
H 1.538504 -0.667707 1.020968 -0.2265 0.2657 0.0525 0.0029

No. 5
17
Properties=species:S:1:pos:R:3:forces:R:3:nbo_charge:R:1 method="wB97M-V/def2-TZVPD" e_tot_ev=-11817.3515 lumo_ev=0.73
N -0.517487 -0.659133 0.554803 -0.6852 -0.0584 -1.1336 -0.2769
N -1.231120 -0.635624 1.771659 -0.1188 0.2225 -0.6804 -0.6437
N 0.335614 -1.758905 0.322417 -0.2586 0.4028 -0.0679 -0.6762
H -0.024926 0.992922 0.488526 2.0647 1.2076 -3.4733 0.2882
H -1.051329 0.258289 2.222774 0.0540 -0.0833 0.1551 0.3473
H -2.232060 -0.633427 1.572902 0.1200 -0.1329 -0.0656 0.3648
H -0.038474 -2.583197 0.787452 0.0413 0.1090 -0.0990 0.3685
H 1.256818 -1.543684 0.700350 -0.1799 -0.1308 0.0373 0.3634
C -1.122831 0.025296 -0.697868 -2.4748 -4.9732 2.2829 0.9007
C 0.736502 1.578392 -0.265445 -1.4186 0.7132 3.7730 -0.4682
C 1.784165 1.302200 -1.028700 -0.1754 0.1029 -0.6939 -0.3857
O -0.730130 -0.627276 -1.803869 0.2078 1.4501 0.1369 -0.6797
O -2.184186 0.578005 -0.537454 1.5601 0.8567 -0.6662 -0.6001
H -0.112015 -1.335142 -1.533048 0.1632 0.1229 0.3410 0.5170
H 0.687551 2.515337 0.280595 1.1864 0.5538 0.0664 0.1876
H 1.750949 0.636920 -1.881366 0.2023 -0.9579 0.5293 0.1968
H 2.692957 1.889029 -0.953728 -0.2886 0.5951 -0.4420 0.1963